(1)
78
Properties=species:S:1:pos:R:3 method="wB97M-V/def2-TZVPD" lumo_energy_ev=-4.2 largest_force_ev_per_a=2.37 spin_multiplicity=1 gap_ev=5.28 charge=+1
C 3.80 -0.70 2.02
C 2.77 -1.74 1.92
N 1.99 -1.92 0.86
C 0.74 -2.59 0.90
C 0.02 -2.95 2.02
C -1.33 -3.30 1.84
C -1.90 -3.31 0.55
C -1.16 -2.96 -0.58
C 0.16 -2.55 -0.39
C 1.09 -1.90 -1.26
C 2.20 -1.47 -0.49
C 3.21 -0.70 -1.05
C 3.11 -0.39 -2.42
C 2.02 -0.82 -3.19
C 0.99 -1.57 -2.61
H 4.04 -0.59 3.08
H 4.71 -1.02 1.49
H 3.49 0.28 1.61
H 2.57 -2.40 2.77
H 0.51 -2.94 2.99
H -1.94 -3.57 2.70
H -2.95 -3.59 0.44
H -1.57 -2.95 -1.59
H 4.03 -0.37 -0.43
H 3.91 0.20 -2.90
H 1.97 -0.56 -4.24
H 0.11 -1.90 -3.17
C 5.97 -10.51 5.00
C 4.74 -10.36 4.33
C 4.58 -9.32 3.42
C 5.62 -8.42 3.16
C 5.38 -7.37 2.09
N 6.44 -6.36 1.96
C 7.29 -6.58 0.80
C 8.52 -5.70 0.77
N 8.57 -4.72 1.84
C 9.78 -3.94 1.88
C 9.79 -3.05 3.09
N 8.56 -2.30 3.23
C 8.67 -1.32 4.31
C 7.92 -0.03 4.10
C 7.82 0.83 5.20
C 7.00 1.95 5.14
C 6.28 2.22 3.97
C 6.50 1.44 2.82
C 7.39 0.36 2.86
C 7.37 -2.99 3.05
C 6.10 -2.52 3.43
N 4.98 -3.21 3.18
C 5.03 -4.46 2.73
C 6.26 -5.06 2.39
C 7.42 -4.25 2.41
C 6.83 -8.56 3.84
C 7.01 -9.61 4.76
H 6.11 -11.33 5.70
H 3.92 -11.06 4.52
H 3.64 -9.19 2.87
H 5.30 -7.88 1.11
H 4.42 -6.88 2.28
H 7.59 -7.64 0.79
H 6.69 -6.39 -0.11
H 9.42 -6.32 0.84
H 8.54 -5.18 -0.21
H 10.61 -4.65 1.96
H 9.92 -3.37 0.94
H 9.97 -3.66 3.99
H 10.60 -2.31 3.00
H 8.35 -1.77 5.27
H 9.73 -1.07 4.42
H 8.40 0.59 6.10
H 6.92 2.61 6.00
H 5.58 3.05 3.93
H 5.98 1.67 1.89
H 7.66 -0.18 1.95
H 6.01 -1.55 3.91
H 4.09 -4.99 2.59
H 7.64 -7.85 3.66
H 7.96 -9.71 5.27

***

(2)
12
Properties=species:S:1:pos:R:3 method="wB97M-V/def2-TZVPD" relative_energy_kcal_mol=31.3 lumo_energy_ev=0.8 largest_force_ev_per_a=2.58 spin_multiplicity=1 gap_ev=10.74 smiles="O=CCCC=O"
O 2.11 -1.15 0.09
C 1.93 0.04 -0.17
C 0.51 0.65 -0.09
C -0.52 -0.47 -0.11
C -1.96 -0.15 0.30
O -2.92 -0.53 -0.29
H 2.77 0.69 -0.36
H 0.58 1.18 0.88
H 0.35 1.43 -0.90
H -0.56 -0.87 -1.18
H -0.28 -1.34 0.58
H -2.02 0.51 1.24

***

(3)
26
Properties=species:S:1:pos:R:3 method="wB97M-V/def2-TZVPD" relative_energy_kcal_mol=76.4 lumo_energy_ev=0.9 largest_force_ev_per_a=7.17 spin_multiplicity=1 gap_ev=9.97 smiles=Cc1ccccc1.CCC
C -0.96 2.17 0.40
C -1.37 0.78 -0.18
C -0.84 0.37 -1.43
C -0.72 -0.99 -1.86
C -1.28 -1.91 -0.88
C -1.85 -1.55 0.37
C -1.79 -0.20 0.70
H -1.39 3.01 -0.24
H 0.11 2.26 0.16
H -1.21 2.37 1.40
H -0.17 1.23 -2.06
H -0.71 -1.28 -2.83
H -1.30 -2.99 -1.17
H -2.27 -2.16 1.21
H -1.61 0.07 1.82
C 1.61 0.55 1.80
C 1.99 0.14 0.36
C 3.47 0.03 -0.01
H 2.25 0.05 2.47
H 0.65 -0.02 2.13
H 1.44 1.60 1.85
H 1.38 -0.85 0.18
H 1.57 0.78 -0.35
H 4.19 0.01 0.84
H 3.63 -1.15 -0.33
H 3.91 0.78 -0.68

***

(4)
14
Properties=species:S:1:pos:R:3 method="wB97M-V/def2-TZVPD" relative_energy_kcal_mol=0.0 lumo_energy_ev=-0.2 largest_force_ev_per_a=3.56 spin_multiplicity=1 gap_ev=9.78 smiles="O=C[C@H]1SC(Br)=N[C@@H]1ON=O"
O -0.16 1.66 1.03
C 0.61 0.80 0.75
C 0.22 -0.55 0.11
S 0.82 -1.79 1.30
C -0.85 -2.02 1.85
Br -1.10 -3.11 3.26
N -1.75 -1.40 1.25
C -1.33 -0.60 0.11
O -1.86 -1.24 -1.05
N -1.43 -2.59 -1.09
O -1.87 -3.21 -2.00
H 1.78 1.00 0.98
H 0.67 -0.84 -0.89
H -1.98 0.25 0.17